# 1
A molecular structure, C20H20BFeN10O6, computed with ωB97M-V/def2-TZVPD.

```
58
Properties=species:S:1:pos:R:3:nbo_charge:R:1
C 2.26211 3.19557 1.85393 0.013
O -1.78890 0.16360 0.90365 -0.723
C -0.66836 -1.86447 3.65850 -0.309
C 1.64277 0.19180 -2.53118 0.050
H 2.55904 2.56968 3.95409 0.236
C -2.37808 3.80827 -0.73989 -0.347
C 1.40084 -1.76366 1.88643 0.120
N -0.25368 3.22144 -0.67985 -0.303
N 1.18411 0.89094 -1.49618 -0.284
H -3.75979 -1.29567 -2.68871 0.232
H -2.16939 -4.55120 -1.64566 0.213
C 2.47601 -1.73211 0.80016 0.743
H 2.79197 4.11729 1.68487 0.227
N -0.17653 -2.82034 -0.86565 -0.789
O 1.98665 -1.34245 -0.30693 -0.785
C -2.69906 -1.43227 -2.90202 -0.315
H -1.58461 -4.23909 -3.30269 0.199
H -2.55735 -1.54326 -3.97971 0.223
N 0.24963 -1.15952 1.57097 -0.494
N -0.97362 2.11742 -0.40142 -0.255
C 2.53230 2.19288 -2.64054 0.017
H -3.29932 -4.06091 -2.89268 0.226
O 0.73273 -3.12286 5.15771 -0.644
B 1.27893 3.16399 -0.55636 0.529
C -1.07920 4.25279 -0.88800 0.015
H -0.06995 -3.08488 5.69048 0.486
C -1.07800 -2.05194 -1.45028 0.677
H 1.37216 -0.83870 -2.65912 0.224
O -3.02006 -0.55008 2.63162 -0.625
N 1.73854 2.11608 -1.56975 -0.300
H -0.67785 5.22549 -1.11638 0.224
C -1.88457 -0.24071 -2.39923 0.682
H 3.04881 3.11001 -2.86733 0.224
O -1.98161 0.88060 -2.82183 -0.561
Fe -0.06398 0.40894 -0.01517 1.264
H -3.01507 1.72695 -0.20890 0.248
H -0.17693 -3.80990 -1.03967 0.402
C -2.28551 -3.91852 -2.52538 -0.415
H -3.28579 4.37465 -0.84274 0.234
N 0.99518 1.48827 1.29226 -0.304
O 3.59286 -2.14625 1.07151 -0.648
C 2.13230 2.41066 2.98049 -0.332
H 1.79254 4.22841 -0.73500 -0.023
H 0.97510 0.51573 3.15863 0.223
N -2.11432 -2.53070 -2.16492 -0.396
C -0.74911 -1.21375 2.44638 0.110
C 1.32439 1.35012 2.57504 -0.005
C 2.50328 0.97507 -3.29098 -0.348
C 0.53894 -2.47388 3.99078 0.345
C 1.59417 -2.41743 3.08415 -0.242
H -1.53536 -1.86618 4.30721 0.249
N 1.57586 2.62434 0.85674 -0.292
C -2.25813 2.45730 -0.42483 0.041
N -1.00270 -0.70899 -1.43436 -0.651
H 3.03366 0.69046 -4.18152 0.234
H 2.55181 -2.87548 3.28587 0.259
H 0.70289 -2.33739 -0.57670 0.462
C -1.98274 -0.47616 2.00011 0.760
```

maximum force	0.76	eV Å⁻¹
LUMO (spin up / spin down)	-0.4 / -0.4	eV
gap between HOMO and LUMO (spin up / spin down)	8.59 / 8.53	eV
<S²>	0.803
charge	0
molar mass	563.1	Da
ΔE to the lowest compared entry with this formula, charge and spin	0.000	eV
spin multiplicity	2
energy	-3061.913363	Eh

---

# 2
A molecular structure, C8H22F4N4O10PbS4 at a distorted geometry, computed with ωB97M-V/def2-TZVPD.

```
53
Properties=species:S:1:pos:R:3:nbo_charge:R:1
H -4.04977 -11.48866 21.21015 0.182
H -6.03908 -12.72124 23.13031 0.186
N -8.88640 -13.07059 22.97440 -1.207
H -10.28960 -16.41995 22.79708 0.240
O -9.75775 -12.61925 25.41266 -0.852
H -8.21346 -16.24716 17.10914 0.216
H -2.86603 -15.60414 22.69157 0.196
F -7.49891 -17.90358 20.88107 -0.528
O -4.75955 -14.58144 22.10943 -0.622
C -3.88049 -13.45729 21.64894 -0.059
O -8.00516 -17.51530 25.34490 -0.848
C -8.30060 -14.98560 18.88971 -0.087
O -6.06941 -19.06471 22.28356 -0.853
C -8.35463 -15.21650 17.43459 -0.632
F -9.17736 -14.72396 24.53273 -0.525
H -7.55701 -14.70831 16.89271 0.218
Pb -7.29896 -14.54075 21.90453 1.595
H -10.34097 -14.95625 19.60121 0.200
O -9.43719 -10.42558 23.33436 -0.827
C -5.48411 -11.86930 22.73746 -0.588
H -8.48656 -13.91914 19.01693 0.201
C -9.52261 -15.67350 19.66394 -0.068
H -9.28319 -14.88294 16.97132 0.235
O -8.52312 -19.03270 22.81897 -0.829
H -6.22605 -11.64767 20.26190 0.392
N -7.10995 -16.72977 23.03049 -1.245
N -7.10983 -15.41985 19.47851 -0.883
H -3.33892 -13.64149 20.72111 0.183
N -5.75055 -12.50864 20.49159 -0.847
F -6.51383 -15.67703 25.03360 -0.491
H -4.79828 -11.42653 23.45974 0.233
H -3.15879 -13.29541 22.44959 0.206
H -5.43064 -12.88912 19.61240 0.372
H -10.36780 -17.39930 21.22143 0.188
H -6.29749 -15.41161 18.87840 0.386
H -4.34613 -16.49873 22.86394 0.235
F -8.80269 -11.50471 21.20685 -0.528
H -3.64730 -16.07817 21.25706 0.174
S -9.70634 -11.61240 22.55630 2.353
S -9.86393 -13.31965 24.13354 2.391
H -9.84317 -16.59100 19.17045 0.194
S -6.87162 -17.14527 24.51168 2.406
H -6.09601 -11.02098 22.43083 0.222
O -10.98459 -11.71107 21.89029 -0.847
O -11.17425 -13.82274 23.81027 -0.885
S -7.28701 -18.27149 22.46482 2.359
C -4.77970 -12.26482 21.44012 -0.090
C -3.86210 -15.72642 22.26614 -0.269
C -10.40744 -16.42750 21.71350 -0.251
H -11.36896 -16.02084 21.40014 0.194
O -9.27970 -15.82632 21.07213 -0.621
O -5.61183 -17.91548 24.72509 -0.875
H -7.19617 -16.42361 19.40693 0.400
```

maximum force	10.00	eV Å⁻¹
LUMO	-0.8	eV
gap between HOMO and LUMO	9.72	eV
charge	0
molar mass	745.7	Da
ΔE to the lowest compared entry with this formula, charge and spin	3.108	eV
energy	-3474.329779	Eh

---

# 3
A single C2H4N4O2 molecule at a distorted geometry, computed with ωB97M-V/def2-TZVPD.

```
12
Properties=species:S:1:pos:R:3:nbo_charge:R:1
N -0.31137 2.00237 0.46504 -0.164
C -0.47996 1.45856 -0.76435 -0.091
H -0.49245 1.40417 2.11250 0.393
O 1.37237 -0.76153 1.04726 -0.521
N 0.23538 -0.04128 0.68878 -0.046
N 0.18220 1.23277 1.29221 -0.204
C -0.07475 0.00520 -0.72794 0.286
H -1.12797 -3.01942 -1.06253 0.519
H 1.02552 -1.57621 1.28627 0.478
H -0.82093 2.05266 -1.41223 0.193
O -0.58200 -2.15541 -0.81156 -0.682
N -0.33176 -0.95218 -1.56829 -0.161
```

maximum force	9.02	eV Å⁻¹
LUMO	0.4	eV
gap between HOMO and LUMO	8.65	eV
charge	0
molar mass	116.1	Da
SMILES string	O/N=c1/cn[nH]n1O
ΔE to the lowest compared entry with this formula, charge and spin	7.117	eV
energy	-447.840870	Eh

---

# 4
A molecular structure, C2H4ClNOS2 at a distorted geometry, computed with ωB97M-V/def2-TZVPD.

```
11
Properties=species:S:1:pos:R:3:nbo_charge:R:1
O 2.16120 0.04707 -0.30983 -0.545
S 0.24121 2.21825 0.64127 0.034
N 0.67576 -1.73724 -0.39181 -0.819
H 0.68938 2.32589 -0.65086 0.148
C 1.10839 -0.49336 -0.25640 0.767
S -1.90530 0.43491 -0.61655 0.002
C -0.42331 0.54598 0.43807 -0.513
H 1.26775 -2.48091 -0.54541 0.411
H -0.32514 -1.76214 -0.33902 0.420
Cl -0.72831 -0.24762 2.01926 -0.029
H -2.76165 1.14917 0.01127 0.125
```

maximum force	2.98	eV Å⁻¹
LUMO	0.5	eV
gap between HOMO and LUMO	9.56	eV
charge	0
molar mass	157.6	Da
ΔE to the lowest compared entry with this formula, charge and spin	0.554	eV
energy	-1465.130339	Eh

---

# 5
A molecular structure, C40H69AlBr3Cl7N2NaO15S at a distorted geometry, computed with ωB97M-V/def2-TZVPD.

```
139
Properties=species:S:1:pos:R:3:mulliken_charge:R:1
H -0.76584 4.10799 -0.11745 0.554
H -7.46496 -0.94853 1.49761 0.578
O -5.32721 3.31215 -3.17351 -0.447
C 1.82841 -1.78523 1.26441 -0.257
H 1.98255 -0.57883 -1.18019 -0.381
H -5.09672 1.77046 0.75666 0.441
C -7.70739 2.85114 5.36384 -0.612
Cl 3.36824 -0.14857 3.63415 -0.281
H 0.46870 -2.20795 -3.70562 0.320
C -0.63515 1.29346 -4.12215 0.640
Na 4.96512 4.08724 1.79917 0.639
H 5.06248 8.06957 2.21893 0.398
Cl 8.07851 -7.66214 -5.92123 -0.091
C 3.72848 -2.99390 3.94130 -1.319
C 0.17240 3.50523 1.70105 -0.452
C -5.16015 -3.52792 1.74880 -1.454
H -7.83009 -3.44758 2.26237 0.423
C -1.86041 -2.00085 -0.73465 0.390
H -5.96095 1.75121 5.94777 0.374
Al 2.72605 2.27230 -2.82577 0.386
C 5.45686 -4.35476 -5.63794 -1.033
C 1.80387 -3.07407 -5.15741 -0.809
O 3.29770 -5.64988 -4.95243 -0.669
H 0.93982 -1.21042 0.98143 -0.260
H 3.98019 -3.26982 1.81564 0.116
Cl 10.26526 -7.18507 -7.74619 -0.105
H -5.12778 -2.01840 -1.46323 0.479
H 0.49952 4.54907 1.71483 0.388
H -5.06475 -2.25782 4.23568 0.561
H -2.99947 -2.98357 -2.21771 0.543
C -0.43924 3.15656 0.32329 -0.948
H 6.51125 8.92534 2.38528 0.469
H 9.14089 10.18189 -1.98464 0.357
H -0.24975 0.15827 3.02900 -0.120
H 6.15371 -5.07909 -5.22301 0.332
Br 6.85660 10.95121 -1.45913 -0.117
Cl -7.51490 0.12439 5.28345 -0.201
H 0.15883 -4.42816 -1.43314 0.317
H 4.94705 -0.63488 1.88874 0.845
Cl -8.85480 2.96307 3.97376 -0.113
H -5.40577 0.69241 -1.33309 0.350
C -1.82523 -1.13097 0.31398 0.350
C 2.05265 0.42115 -0.73718 -0.641
H 1.41861 -2.65606 -0.69347 -0.702
H -5.38721 -3.73434 0.69626 0.230
C -4.20381 -0.87903 0.13888 0.353
C -0.12308 -4.02732 0.66934 -0.097
C -5.17256 -1.56668 3.38665 -0.710
C 4.29149 -2.55244 2.57728 -0.310
H 0.01178 0.66244 -1.51240 0.043
C 3.97950 -1.07053 2.13369 -0.106
C -7.20858 -2.92104 2.99433 -1.943
H -6.51161 1.26943 1.65609 0.495
C -3.04140 -2.30851 -1.36580 -0.848
C 8.23981 9.61494 -1.75974 -0.607
S 3.98064 -4.42344 -4.67800 1.183
N 6.06836 8.08358 1.98074 -0.912
H -1.34047 2.53984 0.40226 0.163
H -6.58836 -0.68901 -1.39771 0.416
H -6.81202 -3.64856 3.71708 0.490
H 6.51996 7.22805 2.36463 0.382
O -5.36772 1.33651 -3.78162 -0.405
H 1.29296 -4.03371 -5.25112 0.400
H -7.02189 0.83014 -0.63890 0.568
H -7.16985 3.79972 5.41984 0.303
H -0.21148 0.93684 4.63462 0.492
C -1.15100 2.12020 3.04621 0.492
H 8.37358 9.08473 -0.82186 0.323
H 1.65590 -2.11223 2.29479 0.143
O 3.21853 -3.23309 -5.40707 -0.247
O 0.22880 1.22422 -3.22988 -0.432
O -2.29814 1.77997 2.87773 -0.450
O -1.28578 0.30719 -4.57556 -0.556
H 4.27160 -2.57384 4.79063 0.366
N 3.06330 -1.01061 1.04769 0.263
H 0.08643 0.66930 0.23468 -1.202
Cl 10.45201 -6.29757 -5.00495 -0.097
C -6.52397 -1.39530 1.15289 -2.427
H 2.10418 -1.51575 -3.69869 0.134
C -3.02321 -0.58031 0.75829 -0.489
H -6.23451 1.78992 4.20341 0.020
H 1.81561 -3.10133 -2.99664 0.003
O 4.28554 -4.02965 -3.33757 -0.575
H -5.31828 -4.42501 2.35751 0.473
H 5.21899 -4.60853 -6.66772 0.406
O -0.68875 -2.59243 -1.20967 0.245
H 1.59573 2.99108 -0.37181 0.381
O -0.78987 3.41797 2.76710 -0.480
Br 6.54620 7.39157 -2.38573 -0.128
H 2.91834 -3.17274 0.05950 0.746
O 3.61343 2.50782 1.38874 -0.925
H 2.65065 -2.86133 4.05116 0.299
H -1.50792 -4.54569 -0.91467 0.592
H 6.17532 8.09239 0.95384 0.285
H -4.07656 -3.32520 1.77364 0.123
H -0.47034 -3.18196 1.27844 -0.032
H 1.05777 2.87784 1.88263 0.121
H 8.76064 8.11720 -3.20017 0.350
H 0.28786 2.88159 -1.65043 0.524
Cl 8.64051 -4.98183 -6.82738 -0.087
H -0.54844 -4.92611 1.13696 0.487
H -5.76056 -0.69580 3.69534 -0.458
Br -10.19524 2.74780 1.68776 -0.717
O 4.75789 1.22596 0.03204 -0.777
C -4.64329 2.26554 -3.32658 0.898
C -5.57704 -0.32661 0.55329 2.530
C 1.85803 -2.98215 0.25908 0.334
H -8.28243 2.72967 6.28223 0.331
H 0.88044 1.48648 3.37816 0.084
H -6.79037 -2.07361 0.32653 0.253
H 1.42691 -2.42992 -5.94981 0.325
C -5.95555 -2.30272 2.28317 2.772
H 5.87407 -3.35312 -5.56898 0.376
H -3.04990 0.10024 1.60198 -0.019
C -0.59137 -3.95670 -0.78368 -0.941
C 0.61598 0.99989 -0.65861 2.175
H -7.74245 -2.14807 3.55390 0.331
C -4.21541 -1.75789 -0.94326 -0.198
C -0.13404 1.10751 3.55814 -0.365
C -5.48639 0.96864 1.39543 -1.694
H 2.67050 1.06803 -1.38287 0.500
O 1.29717 -4.19366 0.72932 -0.608
C 7.89134 8.70074 -2.90380 -0.539
H 7.50014 9.22747 -3.76852 0.386
H -4.89763 0.86387 2.30999 0.079
O -0.98411 2.35389 -4.71192 -0.603
C 9.36039 -6.53326 -6.37473 0.374
H -4.16009 -1.26691 3.09722 -0.111
H -0.91660 -0.87042 0.84073 -1.239
C 0.61643 2.56130 -0.64625 -0.965
C -6.72728 1.72433 5.17231 -0.145
C 2.64710 0.35973 0.69876 2.012
C 1.52918 -2.43635 -3.81274 -0.175
C 3.74851 1.43379 0.73421 -0.612
H 5.38189 -2.64134 2.66094 0.403
H 3.89771 -4.08108 4.00932 0.412
C -6.18536 0.13690 -0.80796 -2.128
O -3.44432 2.17305 -3.04880 -0.378
H 1.88394 0.67574 1.42420 -0.368
```

maximum force	2.72	eV Å⁻¹
LUMO	-2.5	eV
gap between HOMO and LUMO	1.05	eV
charge	-1
molar mass	1387.9	Da
energy	-14549.580918	Eh

---

# 6
A molecular structure, C45H32AsIN2O3PS6Y at a distorted geometry, computed with ωB97M-V/def2-TZVPD.

```
92
Properties=species:S:1:pos:R:3:mulliken_charge:R:1
H -6.67602 -2.28427 3.31816 0.339
H -5.26443 -3.54501 4.86225 0.357
H -5.68160 -1.57074 1.11014 0.513
C 1.69042 5.57469 -2.10606 -0.246
H -0.06550 5.12358 0.19053 0.301
C 5.35762 1.85590 -2.64902 -0.549
H -1.80275 7.94570 -4.26884 0.288
H -1.24175 -5.90524 3.81260 0.196
C -3.02673 -3.18791 2.39431 0.524
C 0.61509 4.62450 2.19638 -0.552
H 2.40349 -2.28184 -0.23436 0.117
C 0.07315 -2.79468 3.22578 0.282
C -5.12967 -2.19035 1.78921 -0.487
C 2.78499 2.57789 -1.86610 0.484
C 0.46926 4.41971 0.84919 -0.588
C -2.76732 4.68466 -3.75412 -0.708
C -5.65262 -2.55558 3.01535 -0.664
O 1.32466 -0.51042 -0.13093 0.446
C -2.85482 6.05409 -4.11198 -0.536
C -0.74860 -7.64947 2.61507 -0.462
O -0.95035 -2.87848 0.29001 0.190
S -3.49356 -0.21782 -0.83672 -0.269
S -4.29993 0.75539 0.79734 -0.243
H -3.62181 4.05049 -3.97011 0.418
O 3.53005 -0.67676 0.50283 -0.656
H -0.22941 -5.23253 -0.35278 0.501
H -1.36929 -1.77348 4.49448 0.378
C 0.63603 -1.20767 4.92629 -0.524
H 2.71978 -0.63286 5.06705 0.398
C -3.52180 -3.57062 3.64733 -0.515
C 1.95828 2.65924 2.43894 -0.691
C 2.48147 -1.16529 0.05736 -0.146
S 0.79255 -1.51619 -2.95514 -0.325
C -0.58493 6.34732 -3.46778 1.053
S -2.13338 -2.07844 -2.78478 -0.443
C -0.57306 -2.39393 -3.47706 0.700
H 0.45486 -7.60372 -0.57014 0.398
C 2.96650 1.66213 -2.87217 -0.407
C -0.47274 5.01318 -2.96766 0.709
H 4.31763 0.54262 -4.06415 0.409
C 1.18718 3.35480 0.25709 0.645
C -1.00195 -6.30090 2.80212 -0.522
C 3.89113 3.06615 -1.16658 0.267
C -3.82748 -2.55170 1.43182 -0.859
C -0.77361 -5.42689 1.71688 0.188
H 0.43326 8.04590 -4.14503 0.334
C 0.53690 7.17238 -3.49081 -0.823
C -1.77207 6.87199 -4.00238 -0.746
I -1.51271 1.95677 -3.30532 0.232
H 0.20909 5.54129 2.63088 0.318
C 1.30872 3.74733 2.99325 -0.473
H 2.53725 7.42144 -2.85431 0.390
H 6.35469 1.60502 -2.94072 0.415
C 0.68751 4.67190 -2.23086 0.705
C 2.38887 -2.25293 3.63530 -0.585
Y -0.79165 -0.91837 -0.63680 0.018
C -0.47998 -3.40142 -4.46638 0.108
C 1.66112 6.79435 -2.82311 -1.016
N 1.68192 -4.58594 -5.12682 -0.676
H 2.53355 1.95907 3.00102 0.465
C 4.22990 1.26807 -3.25229 -0.469
H -3.38784 -2.33305 0.44314 0.790
H -3.78006 6.48307 -4.56365 0.286
C 1.87297 2.42794 1.07617 -0.725
P 1.04242 3.02305 -1.51198 0.366
H -0.93721 -8.30166 3.45468 0.354
H -2.88428 -4.09448 4.36428 0.269
H 1.41298 3.95506 4.05393 0.324
C 0.71327 -4.05971 -4.75457 0.057
C -1.64159 -3.83403 -5.10983 0.024
C -0.37726 -5.92527 0.47500 -0.289
H 2.12510 1.16539 -3.42519 0.152
S -2.91226 1.77113 1.96823 -0.193
C -1.59030 4.15437 -3.19832 -0.711
C 1.43189 -3.02632 2.98079 -0.718
H 6.03965 3.25719 -1.12604 0.305
C 5.16895 2.76737 -1.60625 -0.839
As -1.18661 -3.57920 1.97130 1.233
C -0.31139 -1.92638 4.25783 -0.273
C -0.01077 -7.27805 0.36908 -0.533
H 0.09890 -9.15092 1.34639 0.387
H 3.75300 3.65280 -0.23551 0.320
H 0.33547 -0.51786 5.68299 0.374
C -0.19006 -8.12573 1.44981 -0.482
S -1.06875 0.99351 1.70267 -0.536
N -2.57992 -4.13812 -5.70442 -0.651
H 3.42011 -2.39200 3.40989 0.365
H 1.63543 -3.82818 2.31812 0.491
C 1.99843 -1.27790 4.57574 -0.397
C -4.84755 -3.26311 3.90975 -0.467
H 2.23182 1.50644 0.68318 0.461
H 2.53007 5.38857 -1.44485 0.350
```

maximum force	4.78	eV Å⁻¹
LUMO	3.5	eV
gap between HOMO and LUMO	4.61	eV
charge	-2
molar mass	1162.9	Da
ΔE to the lowest compared entry with this formula, charge and spin	0.150	eV
energy	-7371.720530	Eh